C10H9Br2CuN6O3 as an isolated structure at a distorted geometry. Source: OMol25; level of theory: ωB97M-V/def2-TZVPD.

E_tot: -7728.9206 hartree
2S+1: 2
HOMO level (alpha / beta): -0.41764 / -0.41709 Eh
Gap between HOMO and LUMO (alpha / beta): 7.827 / 5.734 eV
Total charge: +1

Last column: Löwdin charge in e.
Atoms and positions in Å:
1 Cu -0.629 0.905 -0.936  0.43
2 N -0.696 1.356 2.162  0.06
3 N -0.618 2.740 2.152  -0.01
4 C -0.566 3.452 1.000  -0.35
5 N -0.559 4.774 1.077  0.22
6 N -0.531 2.788 -0.157  0.09
7 N -0.533 3.406 -1.353  -0.40
8 O -0.574 2.591 -2.282  0.04
9 O -0.504 4.618 -1.489  0.08
10 H -1.600 1.042 2.490  0.11
11 H 0.046 0.962 2.720  0.10
12 H -0.702 3.240 3.022  0.16
13 H -0.619 5.253 1.959  0.13
14 H -0.517 5.298 0.217  0.10
15 Br -3.767 -2.921 -0.609  0.90
16 C -1.898 -2.937 -0.636  -0.57
17 C -1.207 -4.137 -0.546  -0.15
18 C 0.171 -4.155 -0.548  -0.58
19 Br 1.047 -5.817 -0.481  0.88
20 C 0.933 -2.947 -0.601  -0.17
21 C 2.336 -2.877 -0.554  0.00
22 C 2.955 -1.653 -0.597  -0.01
23 C 2.175 -0.498 -0.697  -0.07
24 N 0.857 -0.538 -0.750  0.08
25 C 0.232 -1.731 -0.700  -0.12
26 C -1.223 -1.688 -0.744  -0.35
27 O -1.830 -0.587 -0.857  -0.02
28 H -1.761 -5.063 -0.481  0.11
29 H 2.915 -3.787 -0.482  0.09
30 H 4.033 -1.574 -0.564  0.12
31 H 2.634 0.483 -0.736  0.13

Force components x, y, z for each atom (eV/Å):
0.34 0.42 0.24
-0.01 -0.18 -0.23
0.03 0.19 -0.36
-0.06 0.28 -0.22
0.00 0.14 0.52
-0.02 -0.83 0.75
-0.07 0.52 -0.27
0.09 0.67 -0.06
0.03 -0.31 -0.31
-0.03 0.03 0.02
0.05 0.02 0.03
0.00 0.16 0.01
0.01 -0.03 0.02
-0.01 0.05 -0.11
0.25 -0.04 -0.03
-0.45 -0.12 0.04
-0.08 -0.03 -0.03
0.06 -0.34 0.02
-0.14 0.23 0.02
-0.01 0.39 -0.03
0.01 -0.03 -0.01
0.00 -0.03 -0.02
0.00 -0.10 0.00
-0.18 -0.19 -0.09
0.60 -0.13 0.06
-0.42 0.46 -0.05
-0.01 -1.21 0.10
0.02 0.00 -0.01
0.01 0.01 0.00
-0.01 0.00 0.01
-0.01 -0.01 -0.02



A 3-piece molecular cluster, C10H9BrN3O overall at a distorted geometry. Source: OMol25; level of theory: ωB97M-V/def2-TZVPD.

E_tot: -3199.4873 hartree
HOMO level: -0.47877 Eh
Gap between HOMO and LUMO: 6.322 eV
Total charge: +1

Last column: Löwdin charge in e.
Atoms and positions in Å:
1 C -0.625 -3.464 1.378  -0.02
2 C 0.293 -3.982 0.450  -0.01
3 C -0.919 -2.135 1.589  -0.06
4 C 0.849 -3.078 -0.440  0.06
5 C -0.223 -1.194 0.785  -0.09
6 C -0.308 0.299 0.964  -0.63
7 C 0.585 -1.650 -0.374  -0.18
8 C 1.005 0.597 -1.080  -0.20
9 C 0.124 1.077 -0.074  0.09
10 C -0.463 4.296 -0.453  -0.20
11 N 0.053 -1.785 4.618  0.03
12 N 1.069 -0.789 -1.240  0.19
13 N -0.702 -1.187 5.151  0.04
14 O -0.069 3.317 0.433  -0.16
15 Br -1.293 1.004 2.335  0.91
16 H -1.138 -4.236 2.017  0.15
17 H 0.489 -5.041 0.427  0.12
18 H -1.659 -1.802 2.489  0.13
19 H 1.627 -3.326 -1.152  0.13
20 H 1.084 1.084 -2.062  0.17
21 H 2.037 0.898 -0.871  0.20
22 H -0.065 5.248 -0.013  0.12
23 H -1.572 4.133 -0.736  0.12
24 H 0.117 4.467 -1.392  0.09

Force components x, y, z for each atom (eV/Å):
-1.38 -1.25 1.53
0.66 1.85 -1.61
-0.67 1.51 1.48
0.47 -0.57 0.13
-0.66 1.73 0.20
-0.21 -1.12 -2.02
-0.62 1.14 0.97
0.02 -0.09 -1.17
-0.53 2.33 2.55
-0.92 -0.55 -1.44
-1.09 0.89 0.87
0.77 -2.17 0.44
1.15 -0.90 -0.74
0.90 -2.67 -0.31
-0.39 0.32 0.76
0.47 1.01 -0.58
0.20 -0.02 -0.11
2.04 -0.78 -2.60
-0.27 -0.40 -0.20
-0.95 0.05 -0.17
0.58 -0.05 0.73
-1.11 -0.40 0.56
1.63 1.15 0.62
-0.08 -1.00 0.12